No. 1
C4H6F6O12S3Zn as an isolated structure. Source: OMol25; level of theory: wB97M-V/def2-TZVPD.

Element x y z (Å)
Zn (0.5889, 0.7377, 0.2061)
S (1.0727, 3.3108, 0.5172)
O (1.6221, 4.1296, 1.5960)
O (-0.1037, 2.4850, 1.0224)
O (0.6956, 4.1129, -0.6329)
O (2.0036, 2.1828, 0.0728)
C (-1.3993, -0.0103, -3.7520)
F (-2.5464, 0.4230, -3.2021)
F (-1.2536, -1.3029, -3.4131)
F (-1.5536, 0.0403, -5.0910)
S (0.0598, 0.9755, -3.2082)
O (-0.2287, 2.3075, -3.6304)
O (0.0212, 0.7166, -1.7740)
O (1.1351, 0.2867, -3.8961)
C (-3.1699, -0.8389, 2.1092)
F (-2.5585, -0.6666, 3.2924)
F (-4.1892, -1.6906, 2.3332)
F (-3.6841, 0.3274, 1.7407)
S (-1.9912, -1.5002, 0.8671)
O (-1.1379, -0.3449, 0.6438)
O (-1.3368, -2.5812, 1.5749)
O (-2.8393, -1.8713, -0.2265)
C (2.6509, -1.2694, 0.7422)
C (1.8385, -1.3040, 2.0193)
O (1.1901, -0.0552, 2.1628)
O (1.8150, -0.9212, -0.3502)
H (3.1855, -2.2128, 0.5970)
H (3.4379, -0.5113, 0.8590)
H (2.4474, -1.5767, 2.8864)
H (1.0831, -2.1029, 1.9535)
H (1.1778, 0.2271, 3.0780)
H (1.9671, -1.5027, -1.0976)

For the lowest unoccupied orbital energy, the calculation gives 4.30 eV. The value obtained for the total energy is -126048.4558 eV. The calculation puts the highest occupied orbital energy at -0.08440 Ha. Its charge is -2. As for the energy relative to the best compared isomer or geometry (same formula, charge and spin): 3.0 kcal/mol.

***

No. 2
An isolated ion of composition C6H11N2O and charge +1. Source: OMol25; level of theory: wB97M-V/def2-TZVPD.

Element x y z (Å)
C (-0.5542, -0.3558, 0.5035)
C (-0.6168, -1.4741, -0.2371)
C (-1.5604, 1.2777, 1.9435)
C (1.9318, 1.0409, -0.1129)
C (-1.9788, -2.1174, -0.3298)
C (1.8088, 1.5821, -1.5002)
N (-1.4495, 0.3153, 1.1055)
N (1.0479, 0.3414, 0.5616)
O (0.3519, -1.9934, -0.9224)
H (-2.5221, 1.6143, 2.3692)
H (-0.7541, 1.8568, 2.0918)
H (2.9503, 1.1609, 0.4703)
H (-2.4138, -2.1071, 0.5862)
H (-1.8566, -2.9988, -0.7438)
H (-2.7335, -1.5876, -1.0307)
H (2.3807, 0.9456, -2.1507)
H (2.3348, 2.5742, -1.5691)
H (0.8797, 1.7840, -1.7641)
H (1.4922, 0.0893, 1.4206)
H (1.2617, -1.9482, -0.6914)

For the lowest unoccupied orbital energy, the calculation gives -4.03 eV. The value obtained for the total energy is -11417.6662 eV. The calculation puts the highest occupied orbital energy at -0.46820 Ha. Its charge is +1. As for the energy relative to the best compared isomer or geometry (same formula, charge and spin): 103.8 kcal/mol.

***

No. 3
An isolated molecule of C6H7N. Source: OMol25; level of theory: wB97M-V/def2-TZVPD.

Element x y z (Å)
C (-0.0756, 2.0241, 0.3050)
C (-0.5011, 0.5933, 0.6217)
C (-0.9319, -0.2982, -0.5754)
C (0.1148, -1.3430, -0.2662)
N (0.2363, -2.4564, -0.8260)
C (0.6188, -0.3820, 0.8858)
C (1.7281, -0.9608, 1.1688)
H (0.6770, 2.0383, -0.4900)
H (-0.9376, 2.6164, -0.0251)
H (0.3523, 2.5172, 1.1846)
H (-1.2436, 0.5911, 1.4280)
H (-1.9385, -0.7146, -0.5390)
H (-0.7680, 0.1657, -1.5491)
H (0.9806, -3.0649, -0.4976)

For the lowest unoccupied orbital energy, the calculation gives 0.11 eV. The value obtained for the total energy is -7820.6165 eV. The calculation puts the highest occupied orbital energy at -0.36443 Ha. Its charge is 0. As for the energy relative to the best compared isomer or geometry (same formula, charge and spin): 116.0 kcal/mol.